Entry 1:
This record from OMol25 describes a structure of composition C21H47OP3STi at a distorted geometry. The level of theory is ωB97M-V/def2-TZVPD.

Positions of all 74 atoms, in Å:
Ti (-0.4063, 0.2582, 0.3491)
S (-1.2173, -0.9943, -1.9951)
P (1.8696, 1.0362, 1.4272)
P (-2.3048, 1.7736, 0.4657)
P (0.6420, 1.5087, -1.6437)
O (-0.6203, -0.7157, 2.3131)
C (-0.1494, -3.8854, -4.6865)
C (-0.8435, -2.1531, 2.5548)
C (1.9620, -3.4227, -0.3428)
C (2.8811, -2.4938, -0.0004)
C (0.4135, -2.8555, 3.0443)
C (-0.6018, 2.0363, -2.8898)
C (-1.9041, 3.4671, -0.0404)
C (-0.4319, -0.2967, 4.7104)
C (2.0090, 0.6162, -2.4673)
C (1.4127, 3.1234, -1.2932)
C (-0.9925, 0.1641, 3.4044)
C (-2.0935, -1.8760, -4.4326)
C (1.5235, 2.7502, 2.0604)
C (-1.2224, -3.8099, -5.6070)
C (-0.0942, -2.9729, -3.6257)
C (-3.1083, 2.0124, 2.0660)
C (-2.2130, -2.8153, -5.4703)
C (-1.1011, -1.9787, -3.3921)
C (3.5008, 1.2423, 0.6484)
C (-3.5961, 1.0704, -0.5981)
C (2.3006, 0.1627, 2.9726)
H (1.7389, 0.6588, 3.7706)
H (2.1102, 0.9816, -3.5037)
H (-3.5433, 1.0627, 2.4067)
H (-4.4046, 1.8137, -0.6520)
H (3.5833, 2.1506, 0.0347)
H (-1.7240, -2.2810, 3.2412)
H (-3.0367, -2.8036, -6.1964)
H (-3.2320, 0.8066, -1.6042)
H (-3.9583, 0.1349, -0.1458)
H (0.6014, -4.6863, -4.8068)
H (-2.8405, -1.0849, -4.3704)
H (-1.2435, -4.4663, -6.4818)
H (0.1967, -1.2398, 0.5614)
H (3.0173, -2.2950, 1.0618)
H (-0.9229, -1.2421, 4.9782)
H (0.2266, -3.9109, 3.3411)
H (-1.6215, 3.5351, -1.1002)
H (1.8186, -0.4687, -2.4157)
H (1.7040, -3.8050, -1.3156)
H (3.3748, 0.2722, 3.1735)
H (-1.1297, -2.6511, 1.6054)
H (1.2320, -2.8796, 2.2755)
H (0.7906, 3.6821, -0.5799)
H (2.9303, 0.8575, -1.9134)
H (3.7461, 0.3837, -0.0007)
H (2.2482, 2.9596, 2.8618)
H (-3.8832, 2.7711, 1.9106)
H (-0.7117, 0.5213, 5.3725)
H (0.6567, -0.4016, 4.6609)
H (1.5038, 3.6542, -2.2486)
H (-2.3655, 2.3578, 2.8000)
H (3.2050, -1.7181, -0.6854)
H (-1.0698, 3.8407, 0.5715)
H (2.4089, 2.9558, -0.8765)
H (-0.4897, 3.1203, -3.0912)
H (-0.6069, 1.1618, 3.1355)
H (-2.0911, 0.1971, 3.4236)
H (-0.4974, 1.5031, -3.8529)
H (2.0265, -0.9039, 2.9365)
H (0.7718, -2.3492, 3.9555)
H (1.6436, 3.4830, 1.2531)
H (-1.6338, 1.8791, -2.5603)
H (0.7504, -2.9811, -2.9649)
H (-2.8211, 4.0412, 0.1566)
H (4.2543, 1.3042, 1.4470)
H (1.1729, -3.6872, 0.4385)
H (0.5002, 2.8140, 2.4612)

Results
Orbital gap (alpha / beta) = 0.240 / 0.220 Ha
E_LUMO (alpha / beta) = -0.38643 / -0.41423 hartree
Molar mass = 488.5 g mol⁻¹
Highest occupied orbital energy (alpha / beta) = -17.05 / -17.27 eV
Multiplicity = 2
Largest force on an atom = 3.94 eV/Å
Energy relative to the best compared isomer or geometry (same formula, charge and spin) = 2.998 eV
Net charge = +3

***

Entry 2:
This record from OMol25 describes a structure of composition C21H48BBrN9O5P3S2 at a distorted geometry. The level of theory is ωB97M-V/def2-TZVPD.

Positions of all 90 atoms, in Å:
Br (-0.4062, -3.8368, 2.2784)
S (1.0240, -4.7048, -4.9884)
S (-2.0404, -7.7638, -3.1227)
P (-2.9038, 3.1916, 0.8573)
P (0.6423, -5.7812, 1.6604)
P (4.1750, 1.6481, -0.5151)
O (-3.7553, -4.5317, 1.0316)
O (-1.7792, 3.4458, 1.8639)
O (2.1360, -2.8029, 0.3146)
O (2.2682, -5.7210, 2.1092)
O (4.5437, 0.1690, -0.6593)
N (1.7117, -4.2678, -3.5381)
N (3.8160, 3.3578, -0.5257)
N (-2.2839, 4.3414, -0.2737)
N (-0.1227, -5.8535, -4.5230)
N (-4.1139, 3.8922, 1.9084)
N (3.9194, -4.2096, -0.7758)
N (-4.1710, 2.7188, -0.2490)
N (4.7498, 1.7336, 1.1124)
N (2.4594, 1.3135, -0.5885)
C (2.5521, 4.0360, -0.3411)
C (0.0660, -5.8630, -3.1704)
C (-4.5701, 5.2681, 1.7783)
C (2.1054, 0.1726, -1.4471)
C (-2.4646, -6.5860, 0.8793)
C (-1.4641, -7.5240, 0.0854)
C (-5.5638, 3.1105, -0.2883)
C (1.1007, -4.9772, -2.5224)
C (-0.7976, -6.7413, -2.2903)
C (6.2060, 1.6709, 1.2526)
C (-2.8261, -5.2360, 0.1573)
C (1.6265, 1.1899, 0.6004)
C (-2.9858, 5.3437, -1.0469)
C (0.4941, -5.7708, -0.2159)
C (1.3454, -4.9121, -1.0500)
C (-3.7609, 1.9757, -1.4379)
C (4.1447, 2.3597, 2.2691)
C (-1.0487, 3.9325, -0.9434)
C (-3.8573, 3.6878, 3.3426)
C (4.9552, 4.2713, -0.5196)
C (-0.5676, -6.6707, -0.8694)
B (2.4914, -3.9324, -0.4937)
H (2.5699, -4.7995, 2.2328)
H (-3.5163, 2.6710, 3.5402)
H (-6.0254, 3.1172, 0.6979)
H (-1.9996, -8.3217, -0.5025)
H (1.7394, 3.5600, -0.8851)
H (4.6778, 2.0881, 3.1840)
H (-1.9600, -4.5405, 0.0136)
H (-1.8211, -9.0879, -2.8272)
H (-5.3325, 5.4940, 2.5316)
H (-3.5065, 2.6449, -2.2672)
H (-0.5628, 4.7595, -1.4667)
H (4.1371, 3.4565, 2.2230)
H (-5.0748, 5.4501, 0.8315)
H (5.7998, 3.8335, -1.0560)
H (-2.8908, 1.3527, -1.2188)
H (-3.4324, -7.1588, 0.9905)
H (1.5694, 2.1176, 1.1663)
H (4.7291, 5.2149, -1.0216)
H (-5.6933, 4.0869, -0.7633)
H (-2.2827, 6.0214, -1.5380)
H (2.5828, 5.0575, -0.7362)
H (-3.5865, 6.0055, -0.4293)
H (6.6146, 0.8436, 0.6667)
H (-3.6229, 4.9245, -1.8367)
H (4.1732, -3.5736, -1.5436)
H (5.2793, 4.5092, 0.4996)
H (-3.1061, 4.3863, 3.7267)
H (-4.7742, 3.8305, 3.9222)
H (4.4902, -3.9047, 0.0211)
H (-3.7497, 5.9893, 1.9005)
H (1.9651, 0.3786, 1.2599)
H (-2.1136, -6.3920, 1.9341)
H (-3.3339, -5.4994, -0.8088)
H (2.2891, 4.1203, 0.7169)
H (6.5160, 1.4947, 2.2850)
H (0.5864, 0.9863, 0.3228)
H (-0.8045, -8.0917, 0.8067)
H (2.1459, -3.0675, 1.2547)
H (6.6876, 2.5938, 0.9085)
H (-3.2999, -3.7146, 1.3012)
H (-4.5421, 1.2980, -1.7897)
H (1.0489, 0.2111, -1.7314)
H (-6.1620, 2.3985, -0.8666)
H (2.2809, -0.7829, -0.9448)
H (3.1320, 2.0120, 2.4530)
H (2.6785, 0.1866, -2.3756)
H (-1.2282, 3.1320, -1.6709)
H (-0.3209, 3.5640, -0.2165)

Results
Orbital gap = 0.242 Ha
E_LUMO = -0.05013 hartree
Molar mass = 754.4 g mol⁻¹
Highest occupied orbital energy = -7.95 eV
Largest force on an atom = 8.08 eV/Å
Net charge = 0